No. 1
15
Properties=species:S:1:pos:R:3:forces:R:3:lowdin_charge:R:1 method="wB97M-V/def2-TZVPD" total_charge=+1 smiles="C=NCCC=[NH2+]" homo_lumo_gap_ev=8.52
H 1.094266 0.380228 0.674278 0.04 1.36 -0.40 0.1182
H 0.019683 1.982828 0.237409 0.59 -2.63 0.52 0.1610
C 0.256847 0.807374 0.062743 0.49 2.04 1.48 -0.2753
N 0.650147 0.706642 -1.304606 -0.01 -1.11 -0.12 -0.0730
H -1.746693 -1.806877 1.379268 0.25 -0.84 0.15 0.1597
H -1.278475 0.479299 1.542578 -0.16 -0.42 -1.08 0.1583
H 0.539871 2.761031 -1.612675 0.44 -0.64 -0.62 0.1023
H 1.196335 -1.943071 0.414223 -2.61 0.41 1.54 0.2289
C -0.808454 -1.454561 0.967836 -0.77 2.95 -0.32 -0.0514
C -0.923319 -0.016876 0.592550 -0.38 0.97 -1.17 -0.1429
N 0.255931 -2.121253 0.971650 3.08 -3.34 -1.54 0.2191
H -1.619646 0.102752 -0.264784 -0.71 -0.43 1.05 0.1491
H 0.197775 -3.137061 1.234522 0.11 1.31 -0.04 0.1793
H 1.345279 1.512262 -2.887970 0.18 0.69 -1.56 0.0673
C 0.820452 1.747285 -2.007024 -0.53 -0.32 2.12 -0.0007

***

No. 2
44
Properties=species:S:1:pos:R:3:forces:R:3:lowdin_spin:R:1 method="wB97M-V/def2-TZVPD" total_charge=+4 multiplicity=4 homo_lumo_gap_ev="8.72 / 4.84"
O -1.032170 3.052595 0.164613 3.24 -5.86 0.72 0.0419
H 3.713101 2.822402 2.820671 0.25 0.06 0.22 0.0102
Mn -0.173394 -1.702594 -2.206416 -1.97 10.55 12.63 1.0788
H -5.534881 -0.464603 -1.243310 0.90 -0.03 0.14 0.0000
H 1.158774 -2.799184 3.992374 0.34 -0.97 -0.30 -0.0001
C 2.515449 1.984377 -2.124705 -5.86 -0.82 3.00 0.0060
H -4.759096 0.783251 -0.237024 0.55 -0.47 -0.14 0.0001
H 4.150995 3.003496 -1.316994 0.28 -0.25 -0.25 0.0001
H 1.707617 3.133837 0.944141 0.26 0.00 0.22 0.0093
H 2.724707 3.947884 -1.677865 0.36 -0.27 -0.68 0.0000
C -0.434789 2.042230 0.299027 -2.84 5.78 -0.67 0.3547
H 3.036127 0.628846 4.139823 -0.07 0.29 -0.23 0.0013
C 1.844639 2.369223 1.702547 -2.24 -0.39 -1.32 0.3301
H 1.413470 -4.513783 3.372364 0.05 0.04 0.40 0.0001
H 0.889492 -0.353101 3.190758 0.00 0.41 -0.30 0.0040
C 0.166261 -3.491302 -1.905973 -0.56 -2.11 -1.71 -0.0291
C 1.758767 -1.840725 -2.866028 0.32 -0.69 -0.99 -0.0369
C 1.475296 -2.919731 -1.985858 0.52 -0.89 -0.98 -0.0290
C 3.365034 3.126992 -2.060894 1.55 1.47 -0.64 0.0006
H 0.926024 -0.296889 -4.177649 -0.37 -0.52 0.17 0.0012
H -1.481732 -1.213609 -4.220854 0.56 -0.85 -0.15 0.0102
H -4.973318 0.995423 -1.951230 0.64 -0.16 -0.17 -0.0001
H 3.812814 3.362005 -3.040238 -0.08 0.18 0.51 0.0000
C 2.842996 2.209679 2.645650 1.20 -1.98 2.68 0.3431
C 1.679553 -3.463094 3.263106 0.61 -1.20 1.40 0.0005
H -2.005140 -3.323051 -2.472045 0.46 -0.18 -0.61 0.0096
H 2.257995 -3.233493 -1.257308 -0.91 0.50 -0.38 -0.0004
O -2.173957 -0.150666 2.537017 6.21 2.63 -3.52 0.0113
C -4.679997 0.250053 -1.198052 -0.83 -0.11 -0.24 0.0001
C -3.368601 -0.384168 -1.478634 1.04 -0.50 -0.22 0.0013
N -2.333101 -0.884726 -1.705891 -0.66 0.96 0.49 0.0055
N 0.652941 -2.034613 1.590635 1.89 -2.88 -1.05 0.0091
C -0.988433 -3.077944 -2.814076 0.82 -2.20 -3.16 0.0075
C 1.354472 0.563763 2.816707 1.01 -1.14 1.99 0.2640
N 1.456990 1.587410 -1.730411 3.70 -0.30 -1.87 0.0287
C 1.264855 -2.973459 1.986117 -3.00 5.06 -0.47 0.0045
H 2.750890 -3.356239 3.388792 0.24 -0.21 0.02 0.0002
C -0.681836 -1.885079 -3.840904 0.80 -2.39 -1.94 -0.0028
C -1.194248 0.261844 1.992603 -7.92 -3.62 4.06 0.0256
C 0.738383 -1.282228 -3.720276 -0.22 -1.35 -2.67 -0.0161
H -0.055665 -4.169372 -1.066609 -0.17 0.46 -0.44 0.0010
H 2.741285 -1.324154 -2.764641 -1.09 -0.20 0.02 -0.0008
N 2.523260 1.055838 3.355643 -0.07 1.40 -1.39 0.0450
N 0.952616 1.358420 1.861321 1.05 2.75 -2.17 0.5095

***

No. 3
48
Properties=species:S:1:pos:R:3:forces:R:3:lowdin_charge:R:1 method="wB97M-V/def2-TZVPD" smiles="C#CCOC(=O)CNC(=O)[C@H](CCCOC)NC(=O)c1cnc(C)cn1" homo_lumo_gap_ev=9.91
O 2.584904 2.054559 0.690817 0.00 -0.05 -0.01 0.0749
H 1.148371 2.395285 5.727798 0.02 -0.03 0.04 0.1139
H 3.988872 0.806883 7.095571 0.01 -0.02 0.00 0.0818
C 3.023092 0.288055 3.292206 0.20 0.01 0.02 -0.0559
C 2.053791 -0.444021 -1.419966 0.02 0.03 0.02 -0.1670
N 1.415829 1.970807 3.736253 -0.01 0.04 -0.01 0.1467
H 0.659680 1.851530 -0.832458 0.05 0.00 0.09 0.1534
H -3.781296 1.653470 -0.565028 0.07 -0.04 0.04 0.1375
C 2.116037 -3.864030 -2.714836 0.01 -0.09 -0.04 -0.1172
C 0.209632 0.959094 -0.389148 -0.02 0.21 -0.11 -0.2295
C -3.731273 0.971376 -2.587081 0.17 -0.04 -0.01 -0.4639
C 0.551958 -0.257766 -1.248814 0.01 -0.13 -0.12 -0.1256
H 1.698329 -4.754264 -2.248984 -0.01 0.02 0.03 0.0869
H 0.079420 -0.146709 -2.231362 -0.01 0.04 0.02 0.1275
N -1.857806 1.860182 -1.299759 0.03 0.21 0.01 0.0863
H 0.118281 -1.150666 -0.794044 -0.02 0.02 0.02 0.1315
H 1.945425 -1.366072 -3.367838 0.00 -0.03 0.00 0.1258
N 0.695203 0.828729 0.964695 -0.13 -0.04 0.15 0.1350
C 2.930017 0.634422 6.904759 -0.05 0.06 0.03 -0.0382
H -6.652970 0.361291 -3.763008 0.03 0.09 0.07 0.1315
C 2.629616 0.848166 5.452203 0.04 -0.03 0.17 -0.3193
H 0.038076 0.430092 1.621468 0.04 0.02 0.02 0.1471
C 2.099856 1.234502 2.871528 -0.23 -0.11 -0.06 -0.1933
C -5.605033 -2.500169 -2.819588 -0.01 -0.15 0.05 0.1337
H -3.589009 2.929633 -1.754391 -0.02 -0.03 -0.03 0.1408
H -5.084249 0.128469 -4.554458 0.05 0.05 0.05 0.1292
O -2.997783 0.376268 -3.326879 -0.06 0.01 0.00 0.1331
H 2.517071 -0.659781 -0.454381 -0.01 0.01 0.00 0.1163
H 2.705360 -0.394569 7.184857 0.02 -0.01 0.00 0.0819
C -5.611502 -1.359164 -3.174443 0.05 0.20 -0.04 -0.0921
H 3.473495 -1.641833 -2.508153 -0.01 -0.02 -0.02 0.1245
H 1.636778 -3.719898 -3.690940 0.02 0.02 0.00 0.0882
H 2.348047 1.303111 7.537728 0.00 0.00 -0.02 0.0730
O -5.070414 0.912226 -2.631165 -0.07 0.19 0.13 0.0122
C 1.696217 1.783852 5.019966 -0.05 0.04 -0.03 -0.0764
O 1.874018 -2.774809 -1.859982 -0.02 -0.01 0.02 -0.1879
H -5.595391 -3.514342 -2.501599 0.00 -0.01 0.00 0.0313
C 1.817890 1.432908 1.405174 0.18 0.05 -0.12 -0.4469
H -1.264086 2.244127 -2.014166 0.04 -0.07 -0.02 0.1513
O -1.951877 0.555566 0.547953 -0.03 0.07 0.00 0.0808
H 3.190889 -4.019284 -2.870324 -0.01 0.02 -0.02 0.0871
C -1.301878 1.114064 -0.317813 0.03 -0.26 0.07 -0.4318
C 2.385029 -1.566206 -2.378936 0.04 0.07 0.02 -0.2522
H 3.565517 -0.321145 2.578183 -0.02 0.02 -0.04 0.1226
C -5.625722 0.036206 -3.612726 -0.12 -0.34 -0.25 -0.1739
N 3.288494 0.091699 4.575481 -0.02 0.01 -0.06 0.1276
H 2.510427 0.480944 -1.782689 -0.01 -0.02 -0.02 0.1241
C -3.275350 1.917202 -1.491665 -0.18 0.01 -0.06 -0.0662

***

No. 4
16
Properties=species:S:1:pos:R:3:forces:R:3:lowdin_charge:R:1 method="wB97M-V/def2-TZVPD" smiles="NC(=O)O.O.O.O" homo_lumo_gap_ev=10.85
O -1.558291 -0.384349 0.559249 -0.38 -0.02 -0.30 0.0606
O 1.264395 0.694133 1.637808 0.04 -0.05 0.05 -0.0499
H 1.285508 -1.086859 -1.659558 0.10 0.17 -0.01 0.0285
C -2.289113 0.635434 -0.017457 0.68 -0.45 0.13 -0.6489
O -3.477974 0.712324 0.124346 -0.29 0.10 -0.20 0.0869
H 1.149237 -1.617605 0.671450 0.00 0.07 0.12 0.0043
H 2.615896 -1.832751 0.948739 -0.05 -0.05 -0.02 0.0347
H 2.039180 1.174259 1.944594 0.01 0.04 -0.02 0.0410
O 1.008030 -0.230403 -2.013315 -0.22 -0.04 0.09 -0.0516
H -2.216792 -1.090776 0.662254 0.21 0.18 0.42 0.1202
H 1.739477 0.102459 -2.538757 0.09 -0.11 0.02 0.0405
H -0.563413 1.081592 -0.911791 0.08 0.02 -0.20 0.0665
H 0.600819 0.837867 2.321364 -0.05 -0.04 -0.09 0.0445
O 1.853456 -2.267905 0.552272 -0.06 0.14 -0.17 -0.0629
N -1.478170 1.474701 -0.733203 -0.30 -0.41 0.21 0.1756
H -1.972243 1.797880 -1.547993 0.14 0.45 -0.04 0.1101